Entry from OMol25: a cluster of 2 separate species, C6H16 in total at a distorted geometry (ωB97M-V/def2-TZVPD).

Properties
Kohn-Sham gap (spin up / spin down), hartree: 0.402 / 0.105
Multiplicity: 2
Net charge: +1
Energy relative to the best compared isomer or geometry (same formula, charge and spin), eV: 2.293
<S²>: 0.753
LUMO level (spin up / spin down), eV: -3.1 / -10.9
HOMO (spin up / spin down), eV: -14.06 / -13.81

Structure (XYZ):
```
22
C6H16, DFT ωB97M-V/def2-TZVPD
C 0.81 1.50 2.25
H -0.54 -2.24 -2.38
H -0.62 -0.67 3.51
H -0.13 -0.48 1.70
H 1.53 1.00 2.96
H -1.23 1.84 1.64
H -1.15 -0.68 -3.91
H 1.73 -0.62 -1.20
C 1.39 -1.24 -2.06
C -0.82 -0.21 2.55
C -0.14 -1.21 -2.09
H -0.87 1.91 3.24
H 2.03 -0.53 -2.66
H -1.87 -0.46 2.35
H 1.32 1.09 1.36
C -0.71 -0.21 -2.99
H -1.70 0.32 -2.63
C -0.68 1.28 2.35
H -0.51 -1.04 -1.10
H -0.02 0.68 -3.21
H 1.17 2.60 2.26
H 1.75 -2.23 -1.96
```


Entry from OMol25: a structure of composition C6H16AgN4O6 at a distorted geometry (ωB97M-V/def2-TZVPD).

Properties
Kohn-Sham gap (spin up / spin down), hartree: 0.110 / 0.109
Multiplicity: 2
Net charge: -2
<S²>: 0.754
LUMO level (spin up / spin down), eV: 4.4 / 4.4
HOMO (spin up / spin down), eV: 1.42 / 1.42

Structure (XYZ):
```
33
C6H16AgN4O6, DFT ωB97M-V/def2-TZVPD
C -0.08 -2.95 -2.27
H -0.69 -1.15 -3.29
Ag 0.48 -0.50 0.57
O -0.68 1.90 1.28
H -2.68 4.17 0.97
N -0.54 3.91 0.20
O 2.60 0.16 -1.03
H -2.72 2.57 1.86
N 0.85 1.28 -1.81
C -0.61 -2.21 3.03
H -0.20 -3.44 -3.23
H 0.68 2.10 -2.38
H -0.53 -1.54 3.88
O -0.24 -4.09 -1.43
O -1.00 -0.79 -1.27
C 1.99 1.20 -1.29
H -1.17 -3.03 3.49
N -2.27 3.34 1.38
H 0.32 3.71 -0.29
H 1.19 -3.25 3.57
H 3.17 2.41 -0.23
O -1.37 -1.53 2.00
C -0.93 -1.66 -2.36
H 0.29 0.47 -2.04
H 0.98 -2.73 -2.13
H 0.45 -3.98 2.16
N 2.34 2.34 -0.80
H -1.98 -1.94 -2.48
O 1.73 -2.58 1.75
C 0.73 -3.02 2.60
H -1.02 4.79 0.03
C -1.11 2.96 0.94
H 1.99 3.09 -1.38
```